1.
Molecular formula: C3HNaO2Tl
Method: DFT, ωB97M-V/def2-TZVPD

E_LUMO (alpha / beta) = 1.8 / 1.8 eV
charge = -1
E = -599.94824 hartree

XYZ file:
```
8
Properties=species:S:1:pos:R:3:forces:R:3
C 2.0916 -0.5547 0.5191 0.3324 -1.4714 -0.9134
C -1.7289 -0.7246 -0.3269 1.5669 1.6838 -0.8247
O 2.9855 -1.4261 0.4441 -1.0572 1.8517 0.4395
O 0.8305 -1.0423 0.5021 -0.7804 0.9561 -0.3337
C -0.6398 -0.0089 -0.2896 -0.2985 -0.7207 1.1355
Tl -1.9376 2.2160 0.2558 -0.4712 -0.8582 -0.2116
H -2.5145 -0.6076 -1.0789 -0.1746 -0.2761 0.5391
Na 0.9132 2.1481 -0.0257 0.8826 -1.1653 0.1693
```
Forces are in eV/Å.

2.
Molecular formula: C3HO3Yb
Method: DFT, ωB97M-V/def2-TZVPD

E_LUMO = -5.7 eV
charge = +1
E = -1498.83742 hartree
energy relative to the best compared isomer or geometry (same formula, charge and spin) = 503.43 kJ/mol

XYZ file:
```
8
Properties=species:S:1:pos:R:3:forces:R:3
O -3.0542 -0.6188 -0.3031 1.4011 0.0856 -0.3295
C -1.8901 -0.5043 -0.3246 -1.4464 -0.1924 0.5028
C -0.6069 -0.2176 -0.3675 -0.1491 1.1296 0.4513
O 0.3061 -1.1905 0.1443 -0.1385 -1.1747 -0.9077
C 1.5163 -0.7107 0.2709 -2.9615 3.7992 0.3515
O 2.3949 -1.2799 -0.4181 2.5841 -3.0608 2.6337
Yb 0.5376 1.8675 -0.2580 -0.0415 -0.8036 0.2022
H 2.6538 -1.5268 0.7163 0.7518 0.2170 -2.9043
```
Forces are in eV/Å.

3.
Molecular formula: C3HO4
Method: DFT, ωB97M-V/def2-TZVPD

E_LUMO = 4.1 eV
charge = -1
E = -415.84165 hartree
energy relative to the best compared isomer or geometry (same formula, charge and spin) = 239.47 kJ/mol

XYZ file:
```
8
Properties=species:S:1:pos:R:3:forces:R:3
C -1.5694 -0.1918 -0.2003 0.2911 0.3602 0.4825
C 2.0962 -0.7009 0.5176 0.1771 0.1863 -0.0452
C -0.1606 0.4879 -0.1668 1.3035 1.2640 0.4759
O -1.9837 -0.7569 -1.1932 -0.0412 -0.3127 -0.6666
O -2.0157 0.0546 0.9239 -0.4015 -0.1188 0.3197
O 0.8391 -0.5067 0.5729 -0.6661 -0.3814 -0.0400
O 0.1854 1.6235 -0.2373 -0.1361 -1.2492 -0.3780
H 2.6085 -0.0098 -0.2168 -0.5269 0.2516 -0.1483
```
Forces are in eV/Å.

4.
Molecular formula: C3HOTl
Method: DFT, ωB97M-V/def2-TZVPD

E_LUMO (alpha / beta) = -18.4 / -20.4 eV
⟨S²⟩ = 0.7513
charge = +3
E = -360.91756 hartree
energy relative to the best compared isomer or geometry (same formula, charge and spin) = 26.91 kJ/mol
2S+1 = 2

XYZ file:
```
6
Properties=species:S:1:pos:R:3:forces:R:3
O -0.4589 -0.1676 0.4586 2.2187 3.5362 -7.9664
C 0.1492 0.0649 -0.5569 2.6088 3.1767 2.8353
C 1.1655 0.8266 -1.0857 -2.5469 -2.7986 0.0314
C 0.5409 1.5521 -1.9007 0.6434 0.7415 -0.5714
H 0.1584 2.3126 -2.5698 -0.4239 0.4030 -0.5351
Tl -0.9850 -1.3307 1.8349 -2.5002 -5.0587 6.2062
```
Forces are in eV/Å.

5.
Molecular formula: C3HgLiO6
Method: DFT, ωB97M-V/def2-TZVPD

E_LUMO (alpha / beta) = -0.8 / -1.8 eV
⟨S²⟩ = 0.7530
charge = 0
E = -726.76445 hartree
2S+1 = 2

XYZ file:
```
11
Properties=species:S:1:pos:R:3:forces:R:3
C 0.7327 -0.5754 0.0236 -0.5078 1.0886 0.1847
O 0.6116 -1.7947 0.1305 -0.3043 -0.5034 -0.2980
C 2.0686 0.1841 0.3389 0.9717 -3.1247 0.0842
O 2.0618 1.3858 -0.0491 2.7743 0.4593 1.6264
O 3.0090 -0.4740 0.7770 -1.1366 1.1760 -0.2073
Li -1.1214 -1.9333 -0.8126 0.5214 0.5349 0.6151
Hg 0.6556 2.2363 -1.1385 -2.0045 1.8657 -1.7930
O -0.2342 0.1899 -0.3786 0.0448 -0.9725 -0.0642
O -2.5509 -0.8573 0.0587 0.6969 0.8622 1.4667
O -2.7951 1.3746 0.5927 1.9113 -1.7573 0.7924
C -2.4376 0.2640 0.4573 -2.9673 0.3711 -2.4069
```
Forces are in eV/Å.

6.
Molecular formula: C3I3N
Method: DFT, ωB97M-V/def2-TZVPD

E_LUMO (alpha / beta) = -2.7 / -2.7 eV
charge = 0
E = -1061.88295 hartree
energy relative to the best compared isomer or geometry (same formula, charge and spin) = 552.71 kJ/mol

XYZ file:
```
7
Properties=species:S:1:pos:R:3:forces:R:3
C -0.2230 -1.7695 1.2334 0.1125 -0.2568 -0.2406
C -0.4006 -0.5894 0.5574 -0.0985 1.7732 -0.9704
C 1.1677 1.3689 -2.2255 -0.1928 -0.0571 0.5886
N -0.1960 -2.8275 1.6959 0.2190 -0.6231 0.4852
I -1.4052 0.9987 1.5037 0.3391 -0.2915 -0.1198
I -0.1568 2.9320 -2.0005 0.0821 -0.3338 -0.0488
I 1.2137 -0.1132 -0.7643 -0.4614 -0.2110 0.3058
```
Forces are in eV/Å.

7.
Molecular formula: C3I3NO2
Method: DFT, ωB97M-V/def2-TZVPD

E_LUMO (alpha / beta) = -2.2 / -2.3 eV
charge = 0
E = -1212.40162 hartree
energy relative to the best compared isomer or geometry (same formula, charge and spin) = 427.80 kJ/mol

XYZ file:
```
9
Properties=species:S:1:pos:R:3:forces:R:3
C 0.9181 -0.6371 0.1091 -1.1506 -1.0630 -0.6338
C 1.9216 0.1335 -0.0562 0.5480 -0.1882 0.5630
C -0.4890 -0.3396 -0.4758 3.7188 -3.1175 -1.7435
N -1.0152 0.7115 0.1879 -3.4000 1.9934 1.5439
O -0.7997 -1.0410 -1.4363 -1.0952 2.4128 2.1048
O -0.4981 1.4151 1.0866 -0.8558 -1.4834 -1.6572
I 0.9804 -2.6678 0.6479 0.3262 -0.0422 0.1739
I 2.3189 2.0364 -0.2276 0.5130 1.0263 -0.3299
I -3.3370 0.3891 0.1643 1.3957 0.4618 -0.0212
```
Forces are in eV/Å.

8.
Molecular formula: C3INS
Method: DFT, ωB97M-V/def2-TZVPD

E_LUMO (alpha / beta) = -0.8 / -2.8 eV
⟨S²⟩ = 2.0233
charge = 0
E = -864.68091 hartree
energy relative to the best compared isomer or geometry (same formula, charge and spin) = 0.00 kJ/mol
2S+1 = 3

XYZ file:
```
6
Properties=species:S:1:pos:R:3:forces:R:3
C -0.1422 1.1564 -0.1777 1.8729 -3.7639 0.2822
C -0.6602 0.1300 0.5492 1.8716 0.1497 -1.3734
C 1.0719 0.5715 -0.9106 -0.4645 0.4892 1.9883
N 1.6069 -0.4440 -0.3894 0.6278 0.4550 -1.8170
S 0.7690 -1.5232 0.5105 -2.2196 3.0554 0.4073
I -2.6455 0.1092 0.4180 -1.6882 -0.3854 0.5126
```
Forces are in eV/Å.

no.,F_max (hartree/bohr),molecular weight (u)
1,0.048,296.412
2,0.094,258.078
3,0.037,101.037
4,0.175,257.423
5,0.075,339.558
6,0.039,430.752
7,0.100,462.750
8,0.082,209.011